The following is a DFT calculation (ωB97M-V/def2-TZVPD) of a 16-piece molecular cluster, C4H42N2O15 overall.

Structure (XYZ):
```
63
Properties=species:S:1:pos:R:3:forces:R:3
N -1.48445 -1.97279 0.69783 2.07 0.29 -0.15
C -0.73820 -0.82610 0.07697 -0.18 -0.40 -0.05
C -0.86727 -1.06385 -1.44406 0.07 -0.23 -1.01
C 0.80181 -0.57924 0.55762 -2.49 -2.40 0.39
N 0.99750 0.40083 1.61653 -0.41 2.72 -2.85
C 2.25413 1.07842 1.49630 2.19 -1.05 1.06
H -1.85774 -1.74646 1.60033 0.00 0.63 0.47
H -0.72111 -2.61436 0.91387 -0.54 -0.64 0.07
H -1.24139 0.05025 0.39486 -0.55 0.64 -0.23
H -1.78898 -1.61182 -1.64329 -0.12 -0.11 0.57
H -0.10167 -1.82344 -1.79431 -0.41 1.28 0.10
H -1.04208 -0.17473 -2.12275 1.22 -0.77 0.97
H 1.38905 -0.37055 -0.32193 0.64 0.28 0.03
H 1.06703 -1.58121 0.96553 0.43 0.50 -0.16
H 0.17291 1.06821 1.73101 0.45 -1.34 0.70
H 3.01623 0.33542 1.81552 -0.07 0.21 -0.30
H 2.62163 1.33888 0.49115 -0.57 -0.61 -0.50
H 2.51021 1.99751 1.99782 -1.15 0.13 0.91
H 3.14111 -1.46797 2.55327 -0.04 -0.89 -0.86
H 3.43387 -3.12375 2.50787 -0.25 0.94 -0.77
O 3.45904 -2.27329 2.96328 0.37 -0.23 1.67
H 1.65347 -3.02696 -2.80086 0.19 0.03 -0.29
H 3.00315 -3.14005 -3.54068 -0.13 0.08 -0.03
O 2.58306 -2.77488 -2.75524 -0.16 -0.44 0.32
H -0.17046 2.70231 1.10788 -0.28 0.48 -0.17
H 0.44627 3.95667 0.50549 0.23 0.01 -0.06
O 0.66882 3.05216 0.75840 -0.32 0.08 -0.19
H 1.39005 0.03493 -3.17028 0.28 0.54 -0.45
H 2.42646 0.13483 -4.36988 -0.01 0.38 0.30
O 1.72233 -0.38123 -3.97620 -0.44 -0.67 -0.18
H -0.43751 4.87863 -2.81563 0.42 0.20 -0.04
H -0.70668 3.86300 -1.77120 0.04 0.26 0.37
O 0.04065 4.33810 -2.16938 -0.95 -0.32 -0.15
H 1.31105 -2.92064 3.73218 0.24 -0.14 -0.37
H 0.00010 -2.22125 3.73786 -0.22 -0.03 -0.19
O 0.51603 -2.82264 3.18628 -0.05 0.34 0.47
H 0.68207 1.56875 -1.26585 -0.06 0.33 0.02
H 0.31241 2.48369 -2.42806 0.69 -0.05 -0.07
O 0.69591 1.60979 -2.22942 -0.12 -0.12 0.28
H -4.14731 2.14045 -0.47469 -0.14 -0.70 -0.49
H -3.20779 1.67821 -1.73484 -0.69 -0.44 -0.16
O -3.39324 2.31187 -1.04196 1.29 1.37 0.22
H -2.40673 -2.92349 4.13702 -0.02 -0.50 -0.50
H -2.86292 -3.00534 2.59256 0.20 -0.58 0.40
O -2.92207 -2.52875 3.42554 -0.27 1.03 0.17
H 3.13633 1.12006 -1.60063 0.22 0.02 -0.30
H 4.19090 0.13226 -1.04832 -0.32 0.45 0.02
O 4.03320 1.07923 -1.24312 -0.19 -0.05 0.24
H -1.64556 1.87479 -3.81429 -0.10 0.09 0.01
H -1.91141 0.47515 -4.27874 -0.19 -0.07 0.04
O -2.29230 1.16651 -3.72181 0.25 -0.03 0.00
H 3.01387 -1.84166 -1.13825 -0.18 -0.05 0.60
H 4.36301 -1.80947 -1.41723 0.74 -0.07 0.66
O 3.82096 -1.62521 -0.62878 -0.30 -0.19 -1.18
H -2.22433 1.49564 0.78746 -0.70 0.32 0.08
H -2.06706 1.77606 2.34833 -0.58 -0.26 0.00
O -1.64257 1.82375 1.48359 0.99 0.19 0.30
H -3.64797 0.30041 4.40667 -0.10 1.30 0.15
H -2.93576 -0.43825 3.49160 0.62 0.19 -0.88
O -3.05907 0.51689 3.66269 -0.47 -1.57 0.67
H -4.86292 -0.19476 0.98533 0.08 0.25 0.05
H -4.18261 -0.23955 -0.36884 -0.01 0.28 0.22
O -4.30549 0.34004 0.40187 -0.15 -0.88 0.04
```
Forces are in eV/Å.

Calculated values
charge: +1
LUMO level (spin up / spin down): -2.5 / -6.9 eV
E: -38513.70115 eV
energy relative to the best compared isomer or geometry (same formula, charge and spin): 0.0 kJ/mol
multiplicity: 2

=====

The following is a DFT calculation (ωB97M-V/def2-TZVPD) of a 2-piece molecular cluster, C7H9O2P overall.

Structure (XYZ):
```
19
Properties=species:S:1:pos:R:3:forces:R:3
C 0.36142 1.95540 0.01656 0.74 0.42 -0.44
C -1.17068 -0.02652 -0.60753 2.80 2.36 0.00
C 1.42192 1.20467 -0.29610 0.85 -0.84 1.13
C -0.07644 -0.70443 -1.00469 0.84 1.85 -0.69
C 1.57458 -1.56315 1.19677 3.22 0.77 -0.75
C -0.99030 1.48241 -0.23997 -1.46 -1.74 0.01
C 1.24279 -0.09849 -0.84726 -0.79 -1.46 -0.69
O 2.69715 -1.47673 1.56828 -1.59 -0.51 -0.05
O -0.60979 -0.41175 1.94668 -0.39 3.25 0.71
P -0.07975 -1.74885 1.84395 -3.42 -3.43 1.44
H 0.45202 2.96290 0.41545 0.15 -0.22 0.13
H -2.08660 -0.49689 -0.63415 -2.12 -0.50 -0.06
H 2.44619 1.34891 0.07373 -0.40 0.81 -0.51
H -0.12160 -1.62086 -1.55178 -0.16 -0.71 0.17
H -1.55325 1.78332 0.61986 -0.55 -0.41 1.01
H -1.52037 2.08241 -0.95749 -0.04 0.39 -1.05
H 2.06228 -0.47507 -1.48467 -0.37 -0.16 0.77
H -0.78497 -2.57642 2.97663 1.66 0.57 -1.00
H -0.81686 -2.40641 0.82085 1.03 -0.45 -0.13
```
Forces are in eV/Å.

Calculated values
LUMO level (spin up / spin down): -0.8 / -0.3 eV
E: -20783.45225 eV
energy relative to the best compared isomer or geometry (same formula, charge and spin): 509.8 kJ/mol
multiplicity: 1